Here is a molecular structure, C4H6N2 in a non-equilibrium geometry from OMol25. Energies are from ωB97M-V/def2-TZVPD.

```
12
Properties=species:S:1:pos:R:3:forces:R:3:nbo_charge:R:1
C -3.08573 -0.49649 -0.09957 2.362 0.986 0.434 -0.36
C -2.00875 -0.08952 0.23399 4.935 1.356 0.867 -0.06
C 0.57120 0.92518 -0.66848 0.557 0.186 1.481 -0.30
C -0.05703 0.37006 0.53210 -4.700 -1.653 -1.173 0.04
N 0.66295 -0.51772 -0.34603 -0.999 1.680 0.428 -0.24
N 1.86871 -1.12630 0.01142 1.228 -0.061 3.447 -0.64
H -3.98806 -0.89764 0.03158 -3.173 -1.272 -0.214 0.21
H 0.04263 1.09180 -1.55635 -0.738 0.460 -0.981 0.23
H 1.32698 1.67542 -0.38838 0.251 -0.616 -0.387 0.19
H 0.04232 0.69480 1.60329 0.253 -0.697 -1.352 0.25
H 2.62572 -0.62806 -0.45315 -0.028 -0.072 0.208 0.35
H 1.99905 -1.00155 1.09956 0.053 -0.297 -2.758 0.33
```
Positions in Å, forces in eV/Å.

Calculated values
Electronic energy ... -265.26080 Eh
LUMO energy ... 0.69 eV